Model i:
{"formula": "FH4N2PS", "method": "ωB97M-V with the def2-TZVPD basis set", "elements": ["S", "P", "N", "H", "H", "F", "N", "H", "H"], "coordinates": [[1.217, -0.072, -2.920], [0.602, 0.539, -1.210], [1.661, 1.143, -0.095], [1.783, 2.071, 0.056], [-1.361, -1.238, -0.115], [-0.129, 1.951, -1.479], [-1.653, -0.317, 0.002], [2.335, 0.486, 0.292], [-2.274, 0.036, -0.757]], "charge": 0, "orbital_gap_ha": 0.267, "e_lumo_ev": -1.9}

=====

Model ii:
{"formula": "FH4N2PS", "method": "ωB97M-V with the def2-TZVPD basis set", "elements": ["N", "N", "H", "F", "S", "P", "H", "H", "H"], "coordinates": [[-0.309, -1.208, -0.613], [0.499, 1.390, 0.669], [-0.460, 1.673, 0.347], [0.865, 0.982, -1.579], [3.000, -0.367, 0.187], [1.175, 0.187, -0.288], [0.821, 1.302, 1.695], [-0.380, -1.835, 0.239], [-0.069, -1.729, -1.454]], "charge": 0, "orbital_gap_ha": 0.359, "e_lumo_ev": 0.5, "smiles": "NP(N)(F)=S"}

=====

The relative energies come out as model i 2.592; model ii 0.000, with values in eV.

=====

Model i:
{"formula": "C2H6N2S2", "method": "ωB97M-V with the def2-TZVPD basis set", "elements": ["H", "C", "H", "S", "C", "H", "H", "H", "N", "H", "S", "N"], "coordinates": [[1.417, -0.288, 1.425], [0.199, -0.337, -0.034], [0.503, 2.244, 1.532], [-1.209, -2.568, -0.257], [0.363, 1.061, -0.585], [-0.565, 1.579, -0.942], [-1.702, -2.235, 0.982], [1.035, 0.913, -1.479], [0.711, -0.878, 0.990], [-1.396, -0.540, -1.300], [1.315, 2.123, 0.479], [-0.672, -1.075, -0.812]], "charge": 0, "orbital_gap_ha": 0.352, "e_lumo_ev": 0.6, "smiles": "[H]/N=C(\\CS)NS"}

=====

Model ii:
{"formula": "C2H6N2S2", "method": "ωB97M-V with the def2-TZVPD basis set", "elements": ["H", "N", "C", "H", "S", "H", "H", "S", "N", "C", "H", "H"], "coordinates": [[-1.233, 2.113, 1.397], [-1.656, 1.695, -0.086], [-0.419, -0.326, 0.083], [0.322, 1.247, -0.684], [-1.799, -1.176, 0.086], [-2.771, 0.761, -0.139], [1.040, -2.173, 0.124], [2.375, 0.103, 0.015], [-0.508, 0.901, -0.305], [0.848, -1.116, -0.328], [3.054, -0.728, 1.440], [0.748, -1.301, -1.603]], "charge": 0, "orbital_gap_ha": 0.292, "e_lumo_ev": -0.6}

=====

The relative energies come out as model i 0.000; model ii 7.519, with values in eV.

=====

Model i:
{"formula": "C38H44ClF3InN6O4S2", "method": "ωB97M-V with the def2-TZVPD basis set", "elements": ["C", "C", "N", "C", "H", "H", "H", "C", "H", "H", "S", "C", "H", "H", "N", "H", "N", "C", "H", "H", "H", "C", "F", "C", "N", "C", "C", "H", "C", "C", "C", "H", "O", "C", "C", "H", "C", "F", "C", "C", "H", "H", "O", "H", "C", "H", "H", "N", "C", "H", "H", "H", "C", "O", "H", "C", "H", "C", "N", "S", "C", "H", "In", "H", "H", "H", "H", "H", "H", "C", "H", "C", "H", "H", "Cl", "H", "H", "C", "H", "C", "O", "H", "F", "C", "C", "H", "H", "C", "C", "H", "C", "C", "H", "H", "C", "C", "C", "H", "C"], "coordinates": [[-0.431, 4.710, -3.485], [0.107, 4.864, 0.833], [-2.890, 1.413, -0.776], [-5.769, 0.343, 0.847], [3.507, -2.755, 0.392], [-5.173, 0.692, 1.681], [-0.724, 5.347, 0.327], [4.459, -2.766, 0.917], [6.304, -0.776, -1.381], [-1.060, 0.273, 6.344], [3.140, -0.135, 1.257], [4.954, 1.993, -0.042], [1.045, 5.163, 0.366], [-0.203, 0.638, -5.089], [-3.588, 0.884, 3.600], [-1.434, 3.540, 2.542], [5.280, 0.584, -0.168], [-0.694, -1.284, 1.912], [-0.916, 3.976, -5.447], [-4.302, 3.658, 4.668], [-7.433, -0.277, 2.037], [-4.740, 2.662, 4.756], [4.114, 0.005, -3.842], [-5.252, 0.418, -0.444], [-1.715, -0.282, 4.482], [-3.662, 1.621, 4.701], [-0.171, -4.742, 0.495], [0.587, 6.609, -3.592], [-0.374, -4.547, -0.861], [-0.673, -3.281, -1.328], [-7.233, -0.598, -1.330], [-0.429, 6.254, -4.990], [-1.103, -0.996, -0.934], [-7.027, -0.206, 1.037], [3.192, -0.668, -3.133], [-2.211, 3.399, 0.948], [-0.269, -3.687, 1.380], [2.395, -1.293, -4.017], [-0.777, 2.399, -3.989], [-1.793, 0.473, 5.569], [-7.798, -0.972, -2.173], [4.254, -2.797, 1.993], [0.020, -0.168, 1.635], [-0.283, -5.380, -1.546], [-0.184, 4.386, -2.155], [5.020, -3.658, 0.629], [-2.793, 2.057, 6.634], [0.031, 2.605, -0.400], [-3.948, 0.992, -0.637], [-5.282, 2.623, 5.701], [-8.741, -1.097, 0.107], [0.116, 5.226, 1.864], [-0.354, 6.155, -3.907], [1.535, -0.420, -1.513], [-5.547, 0.004, -2.525], [-2.606, -0.026, 3.528], [7.260, 0.648, -0.902], [-7.758, -0.671, -0.047], [5.249, -1.607, 0.546], [-2.559, -0.931, 2.022], [-0.549, 2.099, -2.662], [0.103, 5.194, -1.514], [0.093, 0.558, -0.259], [-1.357, 1.676, -5.932], [5.825, 2.530, 0.351], [1.100, 3.375, 2.722], [0.990, 1.775, 2.023], [6.514, -1.834, 2.211], [2.054, 2.974, 1.276], [1.095, 2.831, 1.774], [7.088, -0.689, 0.991], [-2.750, 1.454, 5.739], [-1.886, 0.653, -4.589], [4.682, 2.403, -1.014], [0.217, -6.347, 1.093], [7.180, -2.427, 0.675], [-0.813, -3.098, -2.385], [4.610, -0.371, 0.520], [-1.163, 6.740, -3.461], [6.265, 0.292, -1.192], [2.654, 1.434, -2.135], [4.105, 2.114, 0.623], [3.852, -1.624, -2.446], [6.580, -1.638, 1.133], [-1.385, 3.045, 1.567], [-0.111, -3.849, 2.440], [-5.432, 2.519, 3.930], [-0.243, 3.063, -1.678], [-5.977, -0.053, -1.535], [-0.646, 1.045, -2.408], [-0.044, 3.341, 0.889], [-0.576, -2.414, 0.921], [-1.526, 1.975, 1.730], [5.974, 0.805, -2.111], [-1.074, 1.283, -4.955], [-0.792, -2.190, -0.455], [2.390, 0.251, -2.175], [-0.484, -1.627, 2.927], [-0.732, 3.724, -4.409]], "charge": -1, "orbital_gap_ha": 0.251, "e_lumo_ev": 2.4}

=====

Model ii:
{"formula": "C38H44ClF3InN6O4S2", "method": "ωB97M-V with the def2-TZVPD basis set", "elements": ["H", "H", "H", "H", "C", "C", "H", "N", "H", "N", "H", "H", "O", "C", "C", "H", "H", "O", "H", "C", "S", "H", "C", "C", "C", "C", "H", "C", "H", "C", "C", "C", "H", "C", "C", "H", "F", "C", "F", "C", "H", "H", "C", "S", "F", "In", "Cl", "H", "C", "H", "N", "C", "H", "C", "N", "C", "H", "C", "N", "C", "H", "C", "H", "O", "H", "H", "C", "H", "H", "H", "N", "H", "H", "C", "H", "H", "C", "H", "O", "H", "C", "C", "H", "H", "H", "H", "H", "C", "C", "H", "C", "H", "C", "H", "C", "C", "C", "H", "C"], "coordinates": [[0.657, -1.118, 4.859], [1.125, -6.434, 0.340], [2.280, -3.002, -1.598], [-1.192, -2.842, -5.414], [1.441, 0.493, 6.024], [1.774, 6.555, 1.360], [0.873, 0.601, -4.538], [0.213, -4.750, 1.224], [0.043, -6.788, 1.693], [-0.991, 3.569, -1.196], [-0.580, -3.239, 2.443], [-6.632, -1.019, -0.822], [2.766, 0.267, 0.745], [1.917, 1.814, 6.017], [-0.849, -0.945, -3.214], [-1.140, 8.082, 2.172], [0.415, -6.193, -1.810], [4.021, 1.846, 1.767], [-2.215, -1.413, -5.512], [1.019, -0.099, 4.868], [1.543, -2.462, 0.809], [2.322, 2.119, -0.777], [-5.510, 1.402, -0.876], [-0.143, -5.314, -1.471], [-4.858, 2.565, -0.513], [1.039, 0.589, 3.618], [2.972, -0.430, -1.676], [-0.592, 4.447, -0.574], [1.287, 8.230, 2.608], [3.834, 0.835, 1.104], [0.944, 1.403, -3.807], [1.453, 0.930, -2.427], [1.667, 2.121, -4.203], [2.547, -0.120, -2.630], [2.024, 2.214, -1.813], [1.648, -6.086, 1.993], [4.954, -1.157, 0.284], [1.505, 1.937, 3.646], [6.163, 0.268, 1.362], [-2.276, -2.744, -2.469], [2.323, 3.533, 4.835], [1.945, 4.831, 0.078], [-1.113, -1.366, -0.895], [-1.730, 1.438, 1.448], [5.457, 0.738, -0.631], [0.515, 0.596, 0.554], [2.464, 2.536, 7.514], [-5.249, -1.864, -0.094], [-0.960, 6.396, 0.867], [1.415, -0.054, 6.959], [0.400, 0.400, -1.520], [0.902, 7.462, 1.949], [-1.794, -3.763, 0.517], [-2.558, -3.166, 0.015], [0.756, -4.287, -0.973], [-1.980, -2.409, -1.150], [-0.848, -5.613, -0.703], [-2.026, -2.321, -4.936], [-3.762, 0.198, 0.190], [-1.712, -1.997, -3.497], [-2.950, -2.461, 0.749], [-3.196, 1.379, 0.488], [-3.358, -3.837, -0.302], [0.655, -0.039, 2.572], [-2.021, 6.306, 0.679], [-2.905, -2.961, -5.013], [1.454, -3.565, -2.024], [-6.444, 1.414, -1.421], [-0.486, -0.378, -4.051], [-0.928, -1.175, 0.158], [-3.719, 2.574, 0.161], [3.345, 0.276, -3.264], [-5.227, -1.441, -1.806], [1.950, 2.516, 4.850], [-0.695, -4.904, -2.320], [2.836, 6.611, 1.559], [1.286, 5.564, 0.523], [-2.954, -3.563, -2.690], [1.138, 2.568, 1.356], [-5.268, 3.536, -0.778], [0.788, -6.086, 1.312], [-0.113, -4.216, 2.537], [-0.019, 1.909, -3.714], [-0.810, -4.910, 3.013], [1.283, 3.011, -1.886], [0.777, -4.105, 3.166], [2.021, 3.772, 2.669], [-0.481, -0.601, -1.896], [1.568, 2.786, 2.492], [1.829, -4.291, -2.749], [-0.084, 5.490, 0.278], [0.774, -2.872, -2.524], [0.802, -3.876, 0.309], [2.121, -0.996, -3.129], [-0.461, 7.381, 1.704], [-5.544, -1.107, -0.816], [5.112, 0.149, 0.538], [2.917, 2.511, -2.368], [-4.908, 0.213, -0.484]], "charge": -1, "orbital_gap_ha": 0.260, "e_lumo_ev": 2.4}

=====

The relative energies come out as model i 0.000; model ii 0.120, with values in eV.

=====

Model i:
{"formula": "C8H13P", "method": "ωB97M-V with the def2-TZVPD basis set", "elements": ["H", "H", "H", "P", "H", "H", "H", "H", "C", "H", "C", "H", "C", "H", "H", "C", "H", "C", "C", "H", "C", "C"], "coordinates": [[-3.165, -1.615, -0.045], [-2.825, 1.906, 0.019], [-1.649, 1.710, -1.364], [-1.959, -1.354, 0.607], [0.542, -0.668, 1.963], [3.303, 0.081, -0.726], [-2.973, 0.706, -1.101], [0.113, 1.764, 0.141], [-2.209, 1.239, -0.614], [3.327, -0.382, 0.958], [-1.323, 0.261, 0.078], [1.691, 0.632, 1.948], [3.002, -0.691, -0.066], [1.000, -1.393, -1.840], [-1.248, -0.776, -1.790], [0.929, 0.125, 1.292], [3.224, -1.738, -0.503], [0.667, -1.005, -0.898], [-0.293, 1.026, 0.922], [-0.838, 1.550, 1.726], [-0.816, -0.818, -0.796], [1.501, -0.560, 0.093]], "charge": 0, "orbital_gap_ha": 0.335, "e_lumo_ev": 1.0, "smiles": "CC1=C[C@H]2P[C@@]2(C)CC1"}

=====

Model ii:
{"formula": "C8H13P", "method": "ωB97M-V with the def2-TZVPD basis set", "elements": ["C", "H", "C", "H", "H", "C", "H", "C", "H", "H", "C", "C", "H", "C", "H", "H", "P", "H", "C", "H", "H", "H"], "coordinates": [[0.825, -2.219, -0.988], [-0.816, 0.338, 2.273], [2.640, 0.340, 1.206], [-2.658, 1.504, -0.824], [-0.031, -2.650, -0.442], [-0.626, 1.022, -0.969], [1.505, -2.764, -1.784], [1.498, 0.854, 0.701], [3.494, 0.889, 1.477], [-2.480, -0.890, -0.535], [-2.304, -0.301, 0.363], [-1.969, 1.097, -0.152], [2.879, -0.702, 1.320], [1.053, -0.946, -0.825], [-3.106, -0.176, 0.969], [1.331, 1.928, 0.689], [-0.740, -0.852, 1.256], [1.757, -0.586, -1.519], [0.406, 0.080, 0.100], [-0.643, 0.612, -1.976], [-1.947, 1.515, 0.837], [-0.071, 1.907, -1.176]], "charge": 0, "orbital_gap_ha": 0.366, "e_lumo_ev": 1.0, "smiles": "C=CC1(C=C)CCCP1"}

=====

The relative energies come out as model i 0.000; model ii 1.445, with values in eV.

=====

Model i:
{"formula": "C3H10N2O3", "method": "ωB97M-V with the def2-TZVPD basis set", "elements": ["H", "H", "H", "C", "H", "N", "O", "H", "C", "H", "N", "H", "O", "H", "C", "H", "O", "H"], "coordinates": [[-2.402, 0.252, 1.003], [-0.051, 3.389, 0.548], [0.675, -0.674, -2.228], [-0.053, 1.571, -0.051], [-1.439, -1.059, 0.995], [0.150, -1.905, 0.680], [-2.176, -0.561, 1.428], [-0.972, 1.510, -0.626], [1.056, 0.673, -0.556], [0.032, -2.812, 1.103], [0.532, -0.514, -1.244], [1.606, 1.298, -1.260], [0.506, 2.911, -0.062], [0.770, -1.309, 1.209], [0.219, -1.766, -0.707], [-0.233, 1.333, 1.008], [-0.009, -2.695, -1.444], [1.790, 0.359, 0.205]], "charge": 0, "orbital_gap_ha": 0.388, "e_lumo_ev": 0.5, "smiles": "NC(=O)NCCO.O"}

=====

Model ii:
{"formula": "C3H10N2O3", "method": "ωB97M-V with the def2-TZVPD basis set", "elements": ["H", "H", "C", "C", "H", "N", "O", "O", "H", "C", "H", "H", "H", "N", "H", "H", "H", "O"], "coordinates": [[1.513, -1.364, -1.770], [2.629, 1.264, -0.755], [-1.984, -0.223, 1.464], [-0.253, -0.857, -0.812], [-0.258, -1.886, -0.466], [0.636, -0.927, -1.966], [1.084, 0.924, 0.031], [-2.816, 0.873, 1.155], [-1.272, -0.609, -1.173], [0.109, 0.206, 0.157], [3.800, 0.800, 0.096], [-2.346, 1.525, 0.623], [-0.197, 0.659, 2.163], [-0.574, 0.193, 1.357], [0.681, -0.120, -2.559], [-2.155, -0.549, 2.495], [-2.194, -1.010, 0.749], [3.596, 1.101, -0.790]], "charge": 0, "orbital_gap_ha": 0.371, "e_lumo_ev": 0.6, "smiles": "NCC(=O)NCO.O"}

=====

The relative energies come out as model i 0.000; model ii 0.442, with values in eV.